21
Properties=species:S:1:pos:R:3:forces:R:3 method="wB97M-V/def2-TZVPD" e_lumo_ha=-0.02423 energy_ev=-19240.9348 relative_energy_kj_mol=164.4 e_homo_ev=-9.431
H -1.328034 2.851155 -0.282691 0.314 2.098 -0.824
N -1.427926 1.962475 0.098696 -1.494 -1.844 1.008
C -0.348590 1.330208 0.153873 -0.135 0.653 -0.452
C 0.957477 1.839781 -0.308508 1.326 -1.016 -2.137
C 1.934313 0.546284 -0.129006 -1.788 1.529 -0.397
C 0.932183 -0.600077 -0.331148 -1.913 1.100 0.392
C 1.369577 -1.921046 0.189438 -0.629 -2.292 1.001
C -0.235244 -0.064761 0.581713 0.143 -0.443 0.477
H 0.913583 2.063797 -1.454459 0.003 -0.237 1.984
H 1.073305 2.778055 0.219261 1.057 0.115 0.066
H 2.707228 0.572903 -0.891147 0.478 -0.102 0.497
H 2.215486 0.441663 0.923261 0.762 0.308 -0.329
H 0.478312 -0.578849 -1.383589 0.965 -0.404 1.189
H 0.515958 -2.653752 0.294354 0.605 0.702 -0.684
H 1.680596 -1.921330 1.255307 0.181 0.704 -0.524
H 2.156701 -2.431217 -0.353185 0.167 0.058 -0.308
H 0.001072 -0.104419 1.683505 0.058 -0.171 -1.008
H -1.230717 -0.460386 0.441609 -0.099 -0.810 0.034
O -4.783352 -0.424068 0.257094 -1.573 1.185 1.620
P -3.925874 -0.999485 -0.753007 0.994 0.697 -2.189
H -3.656050 -2.226928 -0.211376 0.578 -1.828 0.583


21
Properties=species:S:1:pos:R:3:forces:R:3 method="wB97M-V/def2-TZVPD" e_lumo_ha=-0.17762 total_charge=+1 energy_ev=-20780.0923 relative_energy_kj_mol=229.5 e_homo_ev=-12.621
C 0.663742 -0.119167 0.379058 0.772 1.557 -0.298
C 2.467192 2.070842 1.084794 -0.602 0.258 -0.265
C 1.256643 1.687101 1.887318 0.238 1.088 1.827
C 2.299236 1.947263 -0.419594 -2.775 0.717 -0.332
C -3.391030 -1.359545 -0.923883 -1.763 1.321 1.364
C -1.583858 -2.829109 -1.268284 -2.898 -0.293 -4.524
N -2.172376 -1.519976 -1.152066 0.247 0.292 0.586
O 0.591905 0.508718 1.517938 -0.929 -4.026 -1.345
S 1.472567 0.404292 -0.987431 0.414 0.102 0.618
H 2.569887 3.120975 1.326946 0.447 0.314 -0.063
H 3.368095 1.566860 1.383681 0.270 -0.376 0.274
H 1.470755 1.602061 3.019516 -0.255 -0.050 -1.927
H 0.445089 2.394858 1.778842 0.121 0.706 0.057
H 1.653952 2.732052 -0.931749 0.852 -0.645 1.003
H 3.227565 1.967091 -0.885601 1.660 -0.090 -0.972
H 0.159888 -1.062818 0.104165 -0.383 0.467 1.330
H -3.749746 -0.275013 -0.731986 0.413 -1.810 -0.605
H -4.169245 -2.164568 -0.708659 1.064 0.674 -0.599
H -1.041142 -2.739403 -2.242770 0.059 -0.654 0.911
H -2.313762 -3.699893 -1.382523 0.650 1.098 0.279
H -0.976723 -3.020407 -0.491450 2.395 -0.650 2.683


21
Properties=species:S:1:pos:R:3:forces:R:3 method="wB97M-V/def2-TZVPD" e_lumo_ha=-0.14009 total_charge=+1 energy_ev=-20779.0037 relative_energy_kj_mol=334.6 e_homo_ev=-14.416
C -2.087919 0.758804 0.872610 0.266 0.504 0.698
C 2.499733 -0.584126 0.305886 -1.935 -0.606 0.821
C 1.847937 -1.874158 -0.073957 1.197 -1.042 0.969
C 1.140324 -0.598484 -0.289496 -2.344 0.253 -0.857
C -0.457260 1.791450 -0.831119 -3.212 0.871 -1.256
C -0.046873 -0.294687 0.571560 1.511 1.235 0.030
N -0.744164 0.880950 0.338320 -0.889 -0.100 -0.080
O -1.266253 -1.506992 0.071886 1.849 -0.635 0.673
S -2.666704 -0.934545 -0.033295 -0.083 1.285 1.708
H -2.249665 0.577346 2.023907 0.837 0.042 -2.342
H -2.710645 1.602114 0.567329 -0.005 -0.230 0.003
H 2.449009 -0.199187 1.280243 0.482 -0.011 1.418
H 3.288115 -0.282763 -0.256908 2.067 1.053 -1.549
H 2.335928 -2.239266 -0.989609 -0.652 -0.431 0.657
H 1.573683 -2.577357 0.746156 0.085 0.545 -1.073
H 0.955179 -0.367965 -1.330367 0.152 0.260 -0.035
H -1.117207 2.689663 -0.664129 0.722 -0.760 0.193
H -0.879531 1.477503 -1.872618 1.067 -0.235 1.775
H 0.537171 2.224966 -0.950807 0.139 -0.880 0.541
H 0.199522 -0.271903 1.675851 -1.000 -1.574 -0.954
H -2.600378 -0.271365 -1.161435 -0.253 0.454 -1.339


21
Properties=species:S:1:pos:R:3:forces:R:3 method="wB97M-V/def2-TZVPD" e_lumo_ha=-0.12517 smiles="C[NH2+][C@@]1(C)C(=O)C[C@@H]1S" total_charge=+1 energy_ev=-20779.8655 relative_energy_kj_mol=251.4 e_homo_ev=-13.152
C -0.893562 -0.786371 -1.689787 -2.239 -0.355 -1.999
N -0.953793 0.501178 -0.995770 0.788 2.751 -0.137
C 0.068060 0.654561 0.054933 1.007 -2.851 2.447
C 1.413597 0.466039 -0.570205 -2.191 3.827 -2.855
C -0.068412 1.820048 1.060117 0.372 -2.427 -0.239
O -0.455152 2.900937 0.823124 -0.578 1.592 0.140
C 0.307715 0.909287 2.293658 -2.998 2.309 -0.905
C -0.121564 -0.358127 1.446608 -0.794 2.415 -1.945
S 1.025632 -1.671890 1.527375 0.400 -1.113 0.335
H 0.006101 -1.268530 -1.900989 2.134 0.328 0.219
H -1.463519 -1.550493 -1.260302 -0.977 -0.735 1.767
H -1.394509 -0.786411 -2.659805 0.040 0.944 -0.100
H -1.833114 0.727503 -0.475492 0.227 -0.381 -1.377
H -0.652667 1.345637 -1.637581 -1.469 -1.919 0.996
H 2.125852 0.700551 0.085655 2.887 1.357 2.791
H 1.526335 1.269098 -1.440350 -0.059 -1.932 1.405
H 1.671550 -0.496516 -0.797877 0.192 -2.469 -1.314
H 1.356780 1.199373 2.384709 0.137 -1.117 0.678
H -0.372068 1.247753 3.136439 1.256 -0.778 -0.558
H -1.241730 -0.668035 1.387298 1.822 0.678 0.934
H 1.106982 -1.654650 2.875502 0.043 -0.124 -0.284